## w
Below is C3H6O as an isolated structure, with properties calculated with ωB97M-V with the def2-TZVPD basis set.

LUMO = 0.017 Eh
HOMO-LUMO gap = 9.12 eV

Element x y z (Å)
C  1.549  0.559  -0.252
C  -0.596  0.456  0.292
C  -0.911  -0.956  -0.038
O  -0.129  -1.756  -0.491
H  1.928  -0.257  0.366
H  0.652  1.142  0.156
H  1.491  0.218  -1.287
H  -0.799  0.675  1.355
H  -1.239  1.153  -0.273
H  -1.960  -1.250  0.167

## x
Below is a 2-piece molecular cluster, C3H6O overall, with properties calculated with ωB97M-V with the def2-TZVPD basis set.

SMILES = C=C.C=O
LUMO = 0.031 Eh
HOMO-LUMO gap = 11.04 eV

Element x y z (Å)
C  0.421  -0.093  -2.797
C  0.229  -0.777  -1.682
H  1.210  0.640  -2.893
H  -0.260  -0.226  -3.627
H  0.829  -0.651  -0.793
H  -0.556  -1.524  -1.653
C  -0.200  0.191  1.825
O  -0.517  0.768  2.827
H  -0.690  0.399  0.860
H  0.595  -0.578  1.831

## y
Below is a single C3H6O molecule, with properties calculated with ωB97M-V with the def2-TZVPD basis set.

SMILES = C[C@H]1CO1
LUMO = 0.044 Eh
HOMO-LUMO gap = 11.40 eV

Element x y z (Å)
C  -1.265  0.240  0.115
C  0.055  -0.446  -0.137
C  1.393  0.145  -0.073
O  0.934  -0.742  0.939
H  -2.034  -0.519  0.294
H  -1.559  0.786  -0.789
H  -1.263  0.928  0.967
H  -0.037  -1.271  -0.846
H  2.148  -0.259  -0.752
H  1.570  1.169  0.253

How do the energies compare? Relative to the most stable structure, in kcal/mol: w 79.7; x 12.7; y 0.0.

## w
Below is C3H6O as an isolated structure, with properties calculated with ωB97M-V with the def2-TZVPD basis set.

LUMO = -0.024 Eh
HOMO-LUMO gap = 7.87 eV

Element x y z (Å)
C  1.095  0.647  -1.110
C  -0.042  0.045  -0.609
C  0.679  -0.369  0.590
O  0.778  0.309  1.602
H  1.130  1.746  -1.132
H  1.085  -1.405  0.546
H  1.906  0.042  -1.517
H  -2.599  -0.793  1.213
H  -2.931  -0.139  1.191
H  -1.101  -0.083  -0.776

## x
Below is a single C3H6O molecule, with properties calculated with ωB97M-V with the def2-TZVPD basis set.

SMILES = C[C@H]1CO1
LUMO = 0.042 Eh
HOMO-LUMO gap = 11.18 eV

Element x y z (Å)
C  1.455  0.077  -0.147
C  0.150  -0.114  0.466
C  -0.991  0.631  0.043
O  -0.861  -0.750  -0.292
H  1.759  0.886  -1.094
H  2.164  -0.809  -0.336
H  1.871  0.668  0.716
H  0.260  -0.420  1.435
H  -0.920  1.132  -1.026
H  -1.926  0.979  0.464

How do the energies compare? Relative to the most stable structure, in kcal/mol: w 58.0; x 0.0.

## w
Below is C8H11NO as an isolated structure, with properties calculated with ωB97M-V with the def2-TZVPD basis set.

LUMO = 0.028 Eh
HOMO-LUMO gap = 9.70 eV

Element x y z (Å)
C  0.746  0.893  -0.347
C  -0.176  1.827  -0.640
C  1.922  1.641  -0.057
C  -1.551  1.146  -0.747
C  -0.937  -0.188  -0.338
C  3.290  1.186  0.330
C  -0.971  -1.216  -1.449
C  -1.078  -0.663  1.076
N  1.582  2.912  -0.162
O  0.241  3.065  -0.447
H  -2.092  1.559  0.062
H  -2.101  1.309  -1.780
H  4.054  1.721  -0.254
H  3.512  1.176  1.383
H  3.266  0.183  -0.077
H  -1.160  -2.198  -1.035
H  -0.141  -1.227  -2.003
H  -1.830  -0.805  -2.083
H  -0.726  0.098  1.821
H  -0.368  -1.434  1.337
H  -2.081  -0.893  1.286

## x
Below is a single C8H11NO molecule, with properties calculated with ωB97M-V with the def2-TZVPD basis set.

SMILES = [H]/N=C(/O)[C@]12[C@@H]3C[C@@]1(C)C[C@@H]32
LUMO = 0.029 Eh
HOMO-LUMO gap = 10.00 eV

Element x y z (Å)
H  1.224  -2.106  -0.127
N  1.998  -1.446  -0.113
C  1.578  -0.253  0.077
O  2.471  0.747  0.030
C  0.200  0.220  0.032
C  -0.480  1.357  0.770
C  -1.605  0.432  1.215
C  -1.219  -0.468  0.013
C  -1.507  -1.944  0.018
C  -1.566  0.416  -1.213
C  -0.456  1.347  -0.744
H  2.978  0.616  -0.811
H  0.023  2.138  1.338
H  -2.634  0.824  1.236
H  -1.365  -0.053  2.170
H  -2.594  -2.113  0.014
H  -1.088  -2.435  -0.872
H  -1.092  -2.427  0.914
H  -1.294  -0.082  -2.153
H  -2.594  0.806  -1.274
H  0.066  2.120  -1.307

How do the energies compare? Relative to the most stable structure, in kcal/mol: w 61.3; x 0.0.

## w
Below is a single C3H6O4S molecule, with properties calculated with ωB97M-V with the def2-TZVPD basis set.

SMILES = C[S@](=O)(O)=C1O[C@@H]1O
LUMO = 0.000 Eh
HOMO-LUMO gap = 8.52 eV

Element x y z (Å)
C  1.926  0.959  -0.087
S  0.086  0.360  0.081
O  -0.208  0.499  1.472
O  0.423  -1.225  -0.289
C  -1.714  0.417  -1.160
O  -2.679  1.169  -0.550
C  -2.683  -0.188  -0.270
O  -2.644  -0.666  1.056
H  2.202  0.561  -1.051
H  1.821  1.989  0.048
H  2.297  0.338  0.685
H  -0.328  -1.722  -0.229
H  -3.504  -0.841  -0.652
H  -1.965  -0.263  1.564

## x
Below is a single C3H6O4S molecule, with properties calculated with ωB97M-V with the def2-TZVPD basis set.

SMILES = CC(C(O)O)=S(=O)=O
LUMO (spin up / spin down) = -0.025 / -0.025 Eh
HOMO-LUMO gap (spin up / spin down) = 8.79 / 8.79 eV

Element x y z (Å)
C  -0.501  -1.312  -0.119
C  -1.072  -0.037  0.441
C  -0.162  1.249  0.107
O  0.223  1.318  -1.207
O  0.919  1.154  1.059
S  -2.700  0.176  0.121
O  -3.271  1.475  0.397
O  -3.446  -1.033  0.063
H  0.524  -1.211  -0.448
H  -0.607  -2.043  0.657
H  -1.133  -1.565  -0.937
H  -0.811  2.201  0.414
H  0.829  0.523  -1.354
H  1.159  2.053  1.005

How do the energies compare? Relative to the most stable structure, in kcal/mol: w 57.9; x 0.0.